Formula: C4H10N3
Source: the OMol25 dataset
Level of theory: ωB97M-V/def2-TZVPD

The geometry in XYZ format:
```
17
Properties=species:S:1:pos:R:3
C -1.29193 -1.34235 -0.21341
C -1.80680 -0.06260 -0.71902
C 0.22571 0.87058 -0.25377
C 2.08718 -0.80525 -0.22623
N -0.09693 -1.45415 0.12208
N 0.73424 -0.40108 -0.00315
N -0.16256 1.46718 1.10624
H -2.01028 -2.18055 -0.24662
H -2.10212 -0.29980 -1.75010
H -2.48937 0.68443 -0.28967
H 0.55444 1.57040 -0.92289
H 2.54059 -0.17693 -1.03234
H 2.70246 -0.69583 0.73885
H 1.99597 -1.91283 -0.55420
H -1.16057 1.88229 1.06473
H 0.44017 2.14370 1.39427
H -0.16019 0.71279 1.78523
```

As for the HOMO-LUMO gap (alpha / beta): 7.34 / 6.99 eV. As for the multiplicity: 3. The net charge is +1. The LUMO energy (alpha / beta) comes out at -0.1287 / -0.2374 Eh. As for the max |F|: 5.4 eV/Å.

=====

Formula: C4H10N3O
Source: the OMol25 dataset
Level of theory: ωB97M-V/def2-TZVPD

The geometry in XYZ format:
```
18
Properties=species:S:1:pos:R:3
C 0.41072 -0.67045 1.05986
C 0.23848 0.44604 -0.91873
C 1.13840 -1.72719 1.83084
C -0.91499 -0.08686 -1.78087
N 0.85628 -0.32281 -0.10104
N -1.23398 0.98885 0.81152
N 0.88052 1.56793 -1.24427
O -0.57616 -0.04500 1.69801
H 1.48899 -2.35686 0.99604
H 0.56033 -2.26852 2.53642
H 2.11076 -1.38793 2.25459
H -0.78364 -0.12987 -2.89546
H -1.78767 0.54997 -1.66513
H -1.08889 -1.07444 -1.50443
H -2.13878 0.60686 0.45859
H 0.53512 2.13078 -2.03746
H 1.82747 1.98253 -0.92197
H -1.52296 1.79697 1.42349
```

As for the HOMO-LUMO gap: 11.48 eV. The net charge is +1. The LUMO energy comes out at -0.1242 Eh. As for the max |F|: 4.0 eV/Å. Its SMILES is CC(=[NH2+])/N=C(/C)ON.

=====

Formula: C4H10N3O
Source: the OMol25 dataset
Level of theory: ωB97M-V/def2-TZVPD

The geometry in XYZ format:
```
18
Properties=species:S:1:pos:R:3
C -0.05950 0.25317 -1.87978
C -0.49035 -0.95506 -1.62417
C 0.16262 1.01789 -0.62060
C 0.55049 -0.67353 1.52834
N -0.46039 -0.20500 0.59112
N -0.32771 2.30760 -0.49612
N -0.69950 -1.37646 -0.23654
O 1.49499 0.92966 -0.34585
H 0.14381 0.69937 -2.84832
H -0.85181 -1.58054 -2.38261
H 0.96450 0.30276 1.97187
H 0.19457 -1.33709 2.31538
H 1.52776 -1.18567 1.07949
H -1.41003 2.36184 -0.53624
H 0.00006 2.82206 0.33265
H -1.63573 -1.88391 -0.21916
H -0.05403 -1.98588 0.13266
H 1.78742 1.58671 0.17684
```

As for the HOMO-LUMO gap: 10.68 eV. The net charge is +1. The LUMO energy comes out at -0.1146 Eh. As for the max |F|: 5.0 eV/Å. Its SMILES is CN1[NH2+]C=C[C@]1(N)O.

=====

Formula: C4H10N3O3S
Source: the OMol25 dataset
Level of theory: ωB97M-V/def2-TZVPD

The geometry in XYZ format:
```
21
Properties=species:S:1:pos:R:3
C -0.81264 0.34391 0.91502
C -0.98603 1.72270 1.41396
C -0.73286 -1.68505 -2.10138
C -0.06951 -1.01355 -0.94705
N 0.11567 1.89226 2.29717
N -1.09079 -0.12415 -0.28195
N 1.06395 -0.19886 -1.13801
O 0.00105 -0.40416 1.70388
O 1.70031 0.33476 3.39758
O 2.26668 0.82701 1.10384
S 1.13070 0.76017 2.22184
H -1.11589 2.50544 0.63362
H -1.84566 1.79748 2.04702
H -1.15042 -1.00216 -2.93194
H -1.65317 -2.29768 -1.84441
H 0.01663 -2.33213 -2.42344
H 0.32925 -1.69211 -0.23531
H -1.73262 0.25829 -0.93456
H 1.84685 -0.73383 -1.38601
H 1.93467 0.51652 0.15499
H 0.78385 0.52513 -1.66484
```

As for the HOMO-LUMO gap: 8.69 eV. The net charge is +1. The LUMO energy comes out at -0.1910 Eh. As for the max |F|: 4.5 eV/Å.

=====

Formula: C4H10N3S
Source: the OMol25 dataset
Level of theory: ωB97M-V/def2-TZVPD

The geometry in XYZ format:
```
18
Properties=species:S:1:pos:R:3
C -0.95604 0.80467 1.44582
C -0.29318 1.38499 0.24031
C 0.45590 -0.90611 -0.29921
C 0.54718 0.69580 -2.06308
N -0.30465 0.26087 2.34250
N 0.33947 -3.11651 0.98133
N -0.14037 0.32608 -0.83257
S -0.59623 -2.00133 0.30766
H -1.94031 0.90286 1.51855
H -0.91578 2.19180 -0.11166
H 0.68036 1.72514 0.55340
H 1.56406 -0.75198 -0.03762
H 0.44407 -0.29652 -2.65935
H 0.00768 1.47242 -2.56245
H 1.63950 0.73833 -1.71308
H -0.15344 -3.77783 1.60869
H 0.69688 0.32188 2.32441
H -1.07507 0.02544 -1.04366
```

As for the HOMO-LUMO gap (alpha / beta): 8.24 / 8.24 eV. The net charge is +1. The LUMO energy (alpha / beta) comes out at -0.1808 / -0.1808 Eh. As for the max |F|: 4.5 eV/Å.

=====

Formula: C4H10N3S
Source: the OMol25 dataset
Level of theory: ωB97M-V/def2-TZVPD

The geometry in XYZ format:
```
18
Properties=species:S:1:pos:R:3
C -2.14118 -1.04642 0.37108
C -2.30613 0.37502 0.32312
C 2.35659 -0.20293 -0.06361
C 1.98263 1.22498 0.15990
N -2.18543 -2.18457 0.16227
N 3.64915 -0.50092 -0.08189
N -3.27721 0.77545 -0.65657
S 1.19542 -1.36086 -0.22162
H -2.60408 0.74167 1.31107
H -1.32521 0.80737 0.08164
H 1.00372 1.43021 -0.26474
H 2.71287 1.89952 -0.28009
H 1.94331 1.41018 1.23410
H -1.99213 -3.16491 0.10704
H 4.34964 0.21586 0.02374
H 3.95311 -1.45609 -0.19409
H -4.23400 0.56210 -0.40955
H -3.08107 0.47433 -1.60178
```

As for the HOMO-LUMO gap (alpha / beta): 3.74 / 6.67 eV. As for the multiplicity: 3. The net charge is +1. The LUMO energy (alpha / beta) comes out at -0.1639 / -0.2124 Eh. As for the max |F|: 3.4 eV/Å.

=====

Formula: C4H10N4
Source: the OMol25 dataset
Level of theory: ωB97M-V/def2-TZVPD

The geometry in XYZ format:
```
18
Properties=species:S:1:pos:R:3
C 0.90464 1.52918 -1.44418
C -0.32310 -0.07892 -0.00971
C 0.36460 -1.53794 1.68737
C 0.97284 -0.54113 0.72382
H 1.81920 1.12666 -1.01865
H 0.77896 2.42719 -0.92275
H 0.90830 1.82697 -2.57428
H -2.07623 0.21574 -1.75420
H -1.89877 1.65672 -0.96452
H -1.81379 -2.07076 1.54454
H 0.63057 -2.55537 1.33008
H 0.92054 -1.29032 2.72589
H 1.63081 -1.05560 0.04308
H 1.44124 0.25728 1.29410
N -0.27064 0.59360 -1.17360
N -1.37699 1.07193 -1.63431
N -1.45774 -0.38013 0.54785
N -1.15445 -1.19512 1.59948
```

As for the HOMO-LUMO gap: 8.29 eV. The LUMO energy comes out at 0.0334 Eh. As for the max |F|: 7.4 eV/Å. Its SMILES is CN(N)C1=NNCC1.

=====

Formula: C4H10N4
Source: the OMol25 dataset
Level of theory: ωB97M-V/def2-TZVPD

The geometry in XYZ format:
```
18
Properties=species:S:1:pos:R:3
C 2.22930 0.84242 0.59173
C 0.12832 -1.30612 -0.37404
C -2.18846 -0.89381 0.33770
C -0.80096 0.87859 -0.62109
H 2.71915 0.37998 1.50910
H 1.26240 1.28573 0.93161
H 2.88347 1.64621 0.33760
H 2.98190 -0.24865 -0.99874
H -0.13044 -2.38434 -0.23238
H -2.24983 -1.95023 0.30807
H -3.08561 -0.47031 -0.12043
H -2.26200 -0.59302 1.42863
H 0.27934 1.05868 -0.94361
H -2.59234 1.43686 -0.26275
N 2.07507 0.07402 -0.64854
N 1.39514 -1.15973 -0.47437
N -0.98542 -0.41616 -0.33018
N -1.65902 1.81989 -0.43831
```

As for the HOMO-LUMO gap: 9.40 eV. The LUMO energy comes out at 0.0313 Eh. As for the max |F|: 2.9 eV/Å. Its SMILES is [H]/N=C\N(C)/C=N\NC.

=====

Formula: C4H10N4
Source: the OMol25 dataset
Level of theory: ωB97M-V/def2-TZVPD

The geometry in XYZ format:
```
18
Properties=species:S:1:pos:R:3
C 0.29749 0.19003 1.77406
N 0.01027 -0.30860 0.44498
C -1.09362 -0.69079 -0.11319
C 0.92677 0.57917 -0.86083
N -1.89882 -1.42227 1.39271
N 0.23182 1.19032 -1.86892
C 2.24749 0.49805 -0.74044
N -1.62077 -1.03933 -1.17791
H -2.02819 -2.40402 1.15644
H -2.79068 -0.93584 1.31704
H 0.75375 1.51938 -2.67118
H -0.61211 1.68624 -1.62658
H -1.16286 -0.77670 -2.04258
H 0.77509 -0.61018 2.33875
H 0.96887 1.04824 1.75744
H -0.61120 0.49574 2.28780
H 2.71203 -0.04434 0.06481
H 2.89467 1.02489 -1.43240
```

As for the HOMO-LUMO gap: 9.23 eV. The LUMO energy comes out at 0.0244 Eh. As for the max |F|: 7.5 eV/Å.

=====

Formula: C4H10N4
Source: the OMol25 dataset
Level of theory: ωB97M-V/def2-TZVPD

The geometry in XYZ format:
```
18
Properties=species:S:1:pos:R:3
C 0.52012 -1.63450 2.33924
C 1.31284 0.02710 1.05181
C 1.00549 0.80915 -1.10327
C -1.41465 0.29293 -0.42859
H -0.57919 -1.64008 2.50179
H 0.84635 -0.81575 3.21675
H 1.01612 -2.54739 2.53786
H 1.91488 0.67107 1.84131
H 1.33110 1.05344 -2.11436
H -1.61713 -0.77665 -0.49001
H -1.37837 0.52317 0.66277
H -2.26475 0.62374 -1.02005
H -1.13555 1.96034 -2.91459
H -1.17925 0.12269 -2.93350
N 0.87577 -1.10655 1.01102
N 1.71848 0.60886 -0.12445
N -0.40044 0.88670 -1.27362
N -0.57181 0.94173 -2.76011
```

As for the HOMO-LUMO gap: 9.60 eV. The LUMO energy comes out at 0.0280 Eh. As for the max |F|: 6.1 eV/Å. Its SMILES is C/N=C/N=C\N(C)N.

=====

Formula: C4H10N4
Source: the OMol25 dataset
Level of theory: ωB97M-V/def2-TZVPD

The geometry in XYZ format:
```
18
Properties=species:S:1:pos:R:3
C -0.16157 1.80040 0.33236
C -0.27698 0.33865 0.23389
C 1.00403 -0.34977 -0.09915
C -1.39888 -0.34318 0.02370
H -1.14248 1.97319 0.62885
H 0.04897 2.30903 -0.62538
H 0.75893 1.96851 0.91423
H 1.03324 -1.47096 -0.11178
H 3.41760 -1.08340 -0.90930
H 3.85966 0.40998 -0.18658
H -3.08292 1.09705 -0.88608
H -3.56011 -0.10357 0.09110
H -1.57436 -2.62124 -0.37253
H -0.43946 -2.07298 1.07771
N 2.04558 0.21982 -0.06159
N 3.39489 -0.48358 -0.00543
N -2.67766 0.20427 -0.37517
N -1.24849 -1.79222 0.33114
```

As for the HOMO-LUMO gap: 8.52 eV. The LUMO energy comes out at 0.0287 Eh. As for the max |F|: 7.7 eV/Å. Its SMILES is CC(/C=N/N)=C(N)N.

=====

Formula: C4H10N4
Source: the OMol25 dataset
Level of theory: ωB97M-V/def2-TZVPD

The geometry in XYZ format:
```
18
Properties=species:S:1:pos:R:3
C -1.49539 -0.33854 -0.14751
C 1.40844 -0.22403 -0.02001
C -0.54639 1.44895 0.68398
C 0.10319 0.05729 0.71209
N -1.67936 0.92992 -0.11887
N -2.28382 -1.32467 -0.55040
N 2.29520 -0.98830 0.60741
N 1.64016 0.33624 -1.16068
H -1.01818 2.00201 1.51040
H 0.21078 2.00660 0.11974
H 0.03560 -0.46844 1.61092
H -2.65941 1.18111 -0.30784
H -2.02552 -2.20030 -0.23367
H -3.17599 -1.03147 -0.95990
H 2.46345 -1.18843 1.61044
H 3.17369 -1.06584 -0.01740
H 0.97885 0.73122 -1.67238
H 2.57470 0.13667 -1.66630
```

As for the HOMO-LUMO gap: 10.70 eV. The net charge is +2. The LUMO energy comes out at -0.3165 Eh. As for the max |F|: 6.7 eV/Å. Its SMILES is NC(=[NH2+])[C@H]1CNC1=[NH2+].

=====

Formula: C4H10N4O
Source: the OMol25 dataset
Level of theory: ωB97M-V/def2-TZVPD

The geometry in XYZ format:
```
19
Properties=species:S:1:pos:R:3
C -1.45745 1.54805 -0.33778
C -0.95584 -1.55442 -0.55676
C 0.50364 -1.30461 -0.45516
C 2.05530 0.35389 0.35783
H -2.16189 1.90140 -1.12097
H -1.32069 2.44344 0.45394
H -0.45574 1.62043 -0.82812
H -2.78021 0.50052 0.84870
H -1.12831 -2.46827 -1.12461
H 0.89862 -0.97289 -1.43925
H 0.98523 -2.27077 -0.15317
H -0.32261 -0.20165 1.86350
H 2.34834 0.77277 1.28039
H 3.55610 0.93304 -0.62402
N -1.83605 0.31167 0.49193
N -1.98064 -0.85386 -0.13284
N 0.89427 -0.34597 0.47367
N 2.67776 0.28306 -0.74356
O 0.48018 -0.69584 1.74628
```

As for the HOMO-LUMO gap: 9.52 eV. The LUMO energy comes out at 0.0322 Eh. As for the max |F|: 5.4 eV/Å. Its SMILES is [H]/N=C/N(O)C/C=N\NC.

=====

Formula: C4H10N4O
Source: the OMol25 dataset
Level of theory: ωB97M-V/def2-TZVPD

The geometry in XYZ format:
```
19
Properties=species:S:1:pos:R:3
C -2.43673 0.27703 0.95905
C -0.56348 -0.58438 -0.25567
C 1.79041 -0.54300 0.69689
C 0.35382 1.50504 0.47433
H -2.65953 1.27398 0.45770
H -1.66761 0.52301 1.81484
H -3.30652 -0.20862 1.36516
H -0.68407 -1.94149 -1.74706
H 1.68950 -1.40657 -2.13607
H 1.71313 -0.55815 1.84083
H 1.80794 -1.61843 0.17093
H 2.63477 0.24352 0.32178
H -0.53186 1.94923 -0.03105
H 0.74789 3.05702 1.34110
N -1.79553 -0.53160 -0.03250
N -0.00933 -1.47050 -1.21250
N 0.51203 0.15610 0.26965
N 1.10199 2.11291 1.32244
O 0.84102 -0.88874 -2.13442
```

As for the HOMO-LUMO gap: 9.56 eV. The LUMO energy comes out at 0.0269 Eh. As for the max |F|: 3.4 eV/Å. Its SMILES is [H]/N=C/N(C)/C(=N\C)NO.